Here is a 2-piece molecular cluster, C2H9N4 overall in a non-equilibrium geometry from OMol25. Energies are from ωB97M-V/def2-TZVPD.

```
15
Properties=species:S:1:pos:R:3:forces:R:3
C 1.061219 -0.234989 0.206776 -0.26 -0.78 0.32
C -1.479326 0.936386 -0.781575 -0.98 2.67 0.81
N 1.341635 -1.440401 -0.265316 1.25 1.33 -0.87
N 2.069377 0.594865 0.130965 0.09 0.00 -0.53
N -1.058846 0.634391 0.530136 2.12 0.77 1.64
N -1.676357 -0.248081 1.157762 -1.66 -2.45 -0.23
H -0.673988 1.220781 -1.431022 0.65 -0.58 -0.21
H -2.058526 0.085445 -1.047378 -1.10 -0.04 -1.55
H -1.945964 2.039442 -0.664667 0.06 -2.69 -0.25
H 0.812820 -2.242798 -0.183521 -1.74 -1.40 0.23
H 2.949116 0.344476 -0.270251 0.67 -0.37 -0.25
H 2.117631 1.415209 0.660089 -0.45 1.41 0.59
H -2.354938 -0.978899 0.700078 1.49 1.67 0.70
H 2.180027 -1.587602 -0.809723 0.38 -0.16 0.10
H -1.283883 -0.538224 2.067647 -0.51 0.62 -0.50
```
Forces are in eV/Å.

## Properties
**Energy above the lowest of the compared OMol25 structures with the same formula, charge and spin**: 440.5 kJ/mol
**Orbital gap**: 8.2 eV
**Highest occupied orbital energy**: -12.81 eV
**Total energy**: -300.2516 Ha
**LUMO energy**: -4.65 eV
**Net charge**: +1